# C25H54BrCl8IN4O7P2

C25H54BrCl8IN4O7P2 as an isolated structure (ωB97M-V/def2-TZVPD, the OMol25 dataset).

## Properties
Lowest unoccupied orbital energy, eV: -0.8
HOMO energy, eV: -8.76
Gap between HOMO and LUMO, eV: 7.92
Calculated total energy, eV: -243989.7809

```
! wB97M-V def2-TZVPD RIJCOSX def2/J DEFGRID3
* xyz 0 1
C 2.181 -5.480 -1.821
C 0.931 -4.889 -1.761
C 0.532 -3.676 -0.780
C 1.705 -2.620 -0.938
C 1.690 -1.724 -2.249
N 1.208 -0.325 -2.044
N 3.139 -1.543 -2.676
N 0.997 -2.274 -3.420
O -0.742 -3.268 -1.248
C -1.544 -2.527 -0.343
C -1.047 -1.093 0.104
C -2.196 -0.528 1.098
C -1.529 0.512 2.121
C -0.981 1.820 1.380
C -1.730 3.155 1.875
C -1.728 4.176 0.662
C -0.287 4.634 0.176
C 0.268 5.751 1.185
C 0.306 7.178 0.453
C 1.737 7.853 0.673
C 1.778 8.728 2.001
C 3.274 9.194 2.283
O 3.438 10.576 1.906
C 4.156 11.297 2.940
C 0.509 -4.396 0.670
O 1.870 -4.249 1.151
O 0.302 -5.815 0.604
C -0.920 -6.269 1.141
I -1.136 -5.919 3.314
P -2.481 -5.723 0.171
O -3.870 -6.490 0.855
Br -2.445 -6.483 -1.968
P -0.791 -8.185 1.027
N -0.392 -8.695 -0.423
O -2.215 -8.899 1.551
O 0.408 -8.600 2.167
H 3.132 -5.040 -1.419
H 2.268 -6.516 -2.272
H 0.162 -5.278 -2.496
H 2.742 -3.073 -0.875
H 1.668 -1.911 -0.044
H 1.574 0.212 -2.833
H 1.515 0.041 -1.143
H 3.636 -1.248 -1.828
H 3.512 -2.423 -3.046
H 1.602 -2.924 -3.921
H 0.620 -1.549 -4.030
H -2.543 -2.355 -0.865
H -1.838 -3.070 0.618
H -0.102 -1.073 0.712
H -1.062 -0.404 -0.781
H -2.913 0.071 0.467
H -2.692 -1.365 1.680
H -0.712 0.045 2.745
H -2.363 0.874 2.806
H 0.140 1.927 1.432
H -1.278 1.705 0.287
H -1.253 3.562 2.819
H -2.817 2.873 2.059
H -2.220 3.659 -0.223
H -2.360 5.098 0.874
H -0.380 4.990 -0.888
H 0.468 3.787 0.172
H -0.380 5.766 2.108
H 1.299 5.427 1.512
H -0.503 7.808 0.919
H 0.182 7.042 -0.659
H 1.904 8.555 -0.197
H 2.589 7.112 0.675
H 1.170 9.675 1.830
H 1.358 8.138 2.865
H 3.965 8.546 1.658
H 3.563 9.004 3.366
H 3.616 11.222 3.934
H 5.220 10.926 3.043
H 4.142 12.384 2.636
H -0.107 -3.847 1.434
H 1.957 -4.713 2.000
H -4.273 -7.013 0.127
H 0.514 -9.174 -0.285
H -2.854 -9.007 0.826
H 1.244 -8.484 1.669
C -6.963 -7.135 2.057
Cl -7.306 -8.496 0.979
Cl -7.624 -7.416 3.671
H -5.885 -7.009 2.134
H -7.411 -6.235 1.643
C -3.139 2.173 -3.312
Cl -1.537 1.613 -2.813
Cl -3.274 3.932 -3.199
H -3.310 1.873 -4.343
H -3.888 1.719 -2.666
C 1.158 -10.989 -3.137
Cl 2.314 -11.773 -2.052
Cl 1.340 -9.233 -3.106
H 1.329 -11.344 -4.150
H 0.149 -11.243 -2.820
C 3.334 11.014 -2.088
Cl 4.551 9.977 -1.336
Cl 1.765 10.204 -2.176
H 3.230 11.921 -1.497
H 3.658 11.264 -3.095
*
```